(1)
103
Properties=species:S:1:pos:R:3:mulliken_charge:R:1 method="wB97M-V/def2-TZVPD" s_squared=0.80 total_charge=+2 mol_weight_da=966.4 gap_ev="6.21 / 6.54" spin_multiplicity=2 energy_ev=-116805.3058 e_above_lowest_ev=0.475 lumo_ev="-7.1 / -6.7"
Re -0.1191 0.2215 0.3560 0.23
C -0.9085 -2.9175 2.1531 -0.51
C -1.8505 -3.5201 1.1246 -0.97
S -1.6502 -2.9909 -0.5798 0.10
C -0.1767 -3.8395 -1.1368 -0.93
C 1.1321 -3.4497 -0.4740 -0.97
S 1.4958 -1.6613 -0.4220 0.42
C 2.6887 -1.7539 0.9366 -0.76
C 3.1067 -0.3825 1.4181 -1.02
S 1.7517 0.7432 1.8109 0.17
C 1.1693 0.2925 3.4617 -0.87
C 0.3810 -0.9963 3.5316 -0.85
S -0.9446 -1.1089 2.2781 0.33
H 0.1233 -3.2159 1.9914 -0.03
H -1.1935 -3.2527 3.1534 0.59
H -2.8838 -3.2627 1.3632 0.44
H -1.7726 -4.6074 1.2019 0.50
H -0.1450 -3.6250 -2.2065 0.39
H -0.2788 -4.9230 -1.0368 0.51
H 1.9758 -3.8779 -1.0189 0.58
H 1.1872 -3.8181 0.5464 0.55
H 3.5600 -2.2955 0.5649 0.64
H 2.2426 -2.3427 1.7358 0.20
H 3.6766 0.1453 0.6522 0.36
H 3.7445 -0.4604 2.2994 0.55
H 0.5596 1.1500 3.7480 0.19
H 2.0271 0.2558 4.1347 0.67
H -0.0969 -1.0794 4.5083 0.65
H 1.0293 -1.8612 3.4064 0.43
C -1.3639 0.0720 -6.9651 -1.69
C -0.4889 1.2673 -6.6291 0.41
C 0.7736 1.2816 -7.4674 -0.99
C 1.6788 2.4324 -7.0783 -1.07
C 2.0381 2.3258 -5.6248 0.77
C 3.2365 2.7802 -5.1402 -0.71
C 3.5319 2.6900 -3.7762 -0.06
F 4.7116 3.1551 -3.3609 -0.35
C 2.6631 2.1592 -2.8772 -0.94
C 1.4283 1.6754 -3.3493 0.88
C 0.4692 1.1351 -2.4272 1.00
O 0.8311 1.0971 -1.1702 -0.33
C -0.7698 0.7532 -2.9069 -0.18
C -1.0014 0.8465 -4.2746 -0.27
N -0.1195 1.2746 -5.1562 0.40
C 1.1230 1.7494 -4.7151 -0.85
C -1.9281 0.3033 -2.0744 0.37
O -3.0356 0.2719 -2.5472 -0.71
O -1.6836 -0.0904 -0.8373 -0.57
H -1.4614 0.0210 -8.0489 0.44
H -2.3717 0.1383 -6.5595 0.54
H -0.9029 -0.8568 -6.6234 0.38
H -1.0420 2.1931 -6.8018 0.16
H 0.4755 1.3584 -8.5122 0.41
H 1.2960 0.3272 -7.3469 0.34
H 1.1611 3.3809 -7.2531 0.34
H 2.5836 2.4516 -7.6834 0.48
H 3.9653 3.2241 -5.8074 0.54
H 2.9025 2.1196 -1.8261 0.63
H -1.9757 0.5556 -4.6397 0.69
C -0.9286 5.1248 3.5507 -1.36
C -0.4355 5.5719 2.1878 1.75
C -0.5059 7.0811 2.0373 -1.78
C 0.9639 5.0597 1.9034 -1.30
O -1.3108 5.0401 1.1606 1.32
Si -2.3142 3.8277 0.9310 -2.31
S -1.0337 1.9760 1.3482 0.04
O -3.3538 3.4573 2.0869 0.26
C -4.7640 3.8212 2.2998 1.60
C -4.9832 3.7306 3.7939 -1.69
C -5.6039 2.8116 1.5418 -1.53
C -4.9904 5.2365 1.7943 -1.34
O -2.9262 3.8348 -0.5420 0.42
C -2.7193 4.6374 -1.7473 1.95
C -3.0722 6.0852 -1.4520 -1.79
C -1.2672 4.5022 -2.1589 -1.36
C -3.6504 4.0363 -2.7795 -1.52
H -0.2763 5.5342 4.3228 0.60
H -0.9289 4.0324 3.6415 0.11
H -1.9429 5.4814 3.7355 0.24
H 0.1319 7.5655 2.7779 0.48
H -1.5283 7.4324 2.1828 0.35
H -0.1710 7.3831 1.0440 0.32
H 1.6614 5.4410 2.6503 0.48
H 1.2992 5.3888 0.9185 0.32
H 0.9916 3.9664 1.9333 0.09
H -4.7466 2.7286 4.1535 0.33
H -6.0259 3.9445 4.0315 0.44
H -4.3561 4.4500 4.3228 0.33
H -5.4388 1.8066 1.9326 0.35
H -5.3534 2.8209 0.4795 0.16
H -6.6628 3.0526 1.6473 0.46
H -4.2968 5.9331 2.2721 0.26
H -6.0052 5.5588 2.0300 0.58
H -4.8660 5.2925 0.7113 0.16
H -2.4311 6.4996 -0.6745 0.16
H -4.1122 6.1697 -1.1331 0.41
H -2.9484 6.6839 -2.3559 0.52
H -0.5991 4.8628 -1.3715 0.08
H -1.0738 5.0884 -3.0602 0.63
H -1.0468 3.4588 -2.3669 0.15
H -4.6865 4.1118 -2.4484 0.37
H -3.4126 2.9828 -2.9419 0.20
H -3.5545 4.5722 -3.7260 0.39


(2)
97
Properties=species:S:1:pos:R:3:mulliken_charge:R:1 method="wB97M-V/def2-TZVPD" s_squared=2.05 total_charge=+1 mol_weight_da=725.7 gap_ev="6.59 / 6.05" spin_multiplicity=3 energy_ev=-77239.2151 e_above_lowest_ev=3.186 lumo_ev="-2.8 / -4.0"
C -1.1468 -2.5365 -1.8377 -0.04
C 0.8980 -1.4342 -2.0355 -0.32
C -0.6813 -3.6265 -2.5612 -0.80
C 1.5007 -2.6012 -2.5832 -0.95
C 0.6800 -3.7097 -2.8107 -0.87
H -1.3869 -4.4047 -2.8554 0.55
H 2.5746 -2.6024 -2.8037 0.57
H 1.1059 -4.6245 -3.2197 0.43
N -0.2827 -1.6303 -1.3715 0.95
P -2.9590 -1.1047 -0.1516 2.05
P 3.4157 0.4235 -0.7685 -0.13
C -2.6171 -2.2464 -1.5909 -2.11
H -3.0298 -1.7455 -2.4747 0.53
H -3.1493 -3.1918 -1.4824 0.77
C -0.4563 1.5726 1.0416 -0.20
O -0.0116 2.5512 1.4562 -0.32
C 1.3613 -0.0666 -2.2130 -0.88
H 2.1538 0.0738 -2.9540 0.44
C 4.5489 1.4608 -1.8008 2.13
C 3.8886 0.5035 0.9870 2.35
C -4.1268 0.3215 -0.6236 2.21
C -3.7746 -2.3757 0.9750 2.00
C 3.8417 2.8344 -1.8548 -1.81
H 3.9481 3.3606 -0.8949 0.33
H 4.2970 3.4485 -2.6457 0.46
H 2.7623 2.7488 -2.0613 0.33
C 5.9858 1.6172 -1.2610 -2.03
H 6.0356 2.1002 -0.2800 0.41
H 6.5095 0.6516 -1.2153 0.38
H 6.5107 2.2713 -1.9726 0.55
C 4.7160 0.8065 -3.2009 -1.58
H 5.4925 1.3699 -3.7416 0.51
H 5.0535 -0.2405 -3.1063 0.35
H 3.8095 0.8490 -3.8210 0.22
C 4.1670 1.9381 1.4612 -1.85
H 3.2300 2.5156 1.4881 0.27
H 4.5743 1.8455 2.4804 0.50
H 4.8752 2.5005 0.8503 0.36
C 2.7383 -0.0016 1.8747 -2.16
H 1.8714 0.6690 1.8245 -0.04
H 2.4077 -1.0090 1.6043 0.30
H 3.1099 -0.0183 2.9116 0.67
C 5.0768 -0.4747 1.1054 -1.70
H 5.9831 -0.1037 0.6118 0.33
H 5.2793 -0.6127 2.1781 0.51
H 4.8169 -1.4495 0.6596 0.36
C -4.0416 -1.7232 2.3374 -1.43
H -4.5598 -2.4572 2.9728 0.53
H -3.1060 -1.4400 2.8357 0.02
H -4.6724 -0.8267 2.2721 0.22
C -2.7978 -3.5483 1.1748 -1.59
H -2.5759 -4.0738 0.2385 0.31
H -1.8546 -3.2146 1.6226 0.13
H -3.2758 -4.2696 1.8548 0.63
C -5.0905 -2.9387 0.3838 -1.63
H -5.2741 -3.9153 0.8572 0.51
H -5.9568 -2.3041 0.6081 0.37
H -5.0453 -3.1063 -0.7001 0.27
C -3.9389 0.6196 -2.1157 -1.73
H -4.3396 -0.1795 -2.7559 0.32
H -4.4799 1.5505 -2.3537 0.61
H -2.8755 0.7818 -2.3378 -0.26
C -3.6707 1.5614 0.1663 -1.70
H -2.6090 1.7772 -0.0271 0.09
H -4.2606 2.4267 -0.1663 0.57
H -3.8063 1.4390 1.2481 0.30
C -5.6102 0.0705 -0.3330 -2.07
H -6.0099 -0.7712 -0.9101 0.37
H -5.8168 -0.0799 0.7346 0.33
H -6.1641 0.9697 -0.6448 0.55
Pd -0.7997 -0.1578 0.1402 0.02
N -0.5339 1.2067 -1.3772 0.07
C 0.3532 0.9116 -2.2473 0.63
C 0.1318 1.7097 -3.6164 2.24
C 1.2714 1.5091 -4.6139 -1.90
C -1.1035 1.1639 -4.3303 -1.85
C -0.0745 3.1912 -3.2948 -1.68
H 2.2056 1.9663 -4.2743 0.20
H 1.4256 0.4412 -4.8332 0.40
H 1.0141 1.9883 -5.5742 0.56
H -2.0288 1.4160 -3.8114 0.45
H -1.1738 1.5937 -5.3415 0.53
H -1.0620 0.0718 -4.4482 0.30
H -0.6046 3.7003 -4.1126 0.45
H -0.6707 3.2842 -2.3775 0.26
H 0.8882 3.6911 -3.1465 0.32
Cl -1.1838 -0.3042 5.9948 -0.19
C -0.5803 -1.0988 4.6062 0.03
C 0.0996 -2.3095 4.7036 -0.62
C 0.5439 -2.9042 3.5205 -1.04
C 0.2847 -2.2716 2.3015 -0.64
N -0.3643 -1.0990 2.2204 1.88
C -0.7930 -0.5002 3.3519 -1.01
H 0.2543 -2.7532 5.6726 0.48
H 1.0815 -3.8472 3.5191 0.51
H 0.6134 -2.7341 1.3594 0.48
H -1.3215 0.4484 3.2756 0.34


(3)
109
Properties=species:S:1:pos:R:3:mulliken_charge:R:1 method="wB97M-V/def2-TZVPD" total_charge=0 mol_weight_da=857.1 gap_ev=9.39 spin_multiplicity=1 energy_ev=-114253.7132 e_above_lowest_ev=0.839 lumo_ev=0.1
C -1.4472 2.9607 0.1234 -1.19
C -1.2884 1.5848 -0.2586 -0.10
O -0.3722 0.8656 0.6008 -0.27
S 1.2739 1.0128 0.2479 1.10
C 1.4609 -0.1131 -1.2539 -0.88
O 1.6284 2.3462 -0.1767 -0.59
O 2.0307 0.4056 1.3537 -0.59
H -0.5297 3.5367 0.2438 0.29
H -1.8165 3.0606 1.1440 0.32
H -2.1511 3.6124 -0.3942 0.39
H -2.1728 1.0035 0.0025 0.33
H -1.0366 1.5935 -1.3191 0.21
H 0.7519 0.3366 -1.9491 0.32
H 1.3124 -1.0865 -0.7865 0.30
H 2.4385 0.1620 -1.6499 0.36
C 1.6160 -8.3829 -5.7317 -0.97
C 2.9324 -7.6605 -5.4722 -0.28
O 2.9872 -6.3440 -6.2144 -0.32
S 2.0497 -5.1261 -5.5643 1.14
C 2.1631 -4.0000 -6.9617 -0.90
O 0.7204 -5.6422 -5.3756 -0.59
O 2.6865 -4.5005 -4.4039 -0.61
H 1.2154 -8.0818 -6.6997 0.29
H 0.7561 -8.1857 -5.0916 0.30
H 1.7106 -9.4663 -5.6587 0.36
H 3.0068 -7.4680 -4.4020 0.27
H 3.7805 -8.2806 -5.7626 0.31
H 3.2143 -3.7319 -7.0669 0.34
H 1.3661 -3.2620 -6.8710 0.34
H 2.0908 -4.5962 -7.8713 0.32
C -5.8880 1.2492 4.3988 -0.98
C -6.0322 -0.1438 3.6640 -0.34
O -7.3902 -0.6377 3.6750 -0.32
S -7.7506 -1.6687 4.8586 1.20
C -6.9968 -3.2029 4.1297 -0.93
O -7.0524 -1.2269 6.0850 -0.61
O -9.1935 -1.7290 4.8570 -0.60
H -4.8515 1.5839 4.3570 0.34
H -6.1432 1.1944 5.4571 0.30
H -6.5360 1.9176 3.8318 0.27
H -5.7743 0.0151 2.6169 0.34
H -5.3810 -0.9680 3.9551 0.28
H -5.9110 -3.1637 4.2169 0.32
H -7.3113 -3.3894 3.1029 0.33
H -7.4623 -4.0371 4.6545 0.39
C 0.0610 -3.4276 2.8538 -1.22
C -1.1091 -4.3672 2.4984 -0.06
O -1.7873 -3.8168 1.3488 -0.25
S -2.8818 -4.7638 0.4846 1.07
C -1.7148 -5.4572 -0.8371 -0.94
O -3.4118 -5.8140 1.3816 -0.58
O -3.7406 -3.8927 -0.3536 -0.58
H -0.1736 -2.3636 2.8201 0.30
H 0.8997 -3.5997 2.1792 0.29
H 0.5463 -3.5830 3.8174 0.39
H -0.7707 -5.3523 2.1774 0.35
H -1.7449 -4.3236 3.3827 0.21
H -1.2548 -4.5599 -1.2511 0.30
H -2.2325 -6.0735 -1.5721 0.39
H -1.0514 -6.2412 -0.4719 0.34
F -0.8886 4.8541 -4.3762 -0.30
C -1.4057 6.0895 -4.6768 0.55
C -0.8356 7.1350 -3.9357 -0.48
C -1.2912 8.4268 -4.2170 -0.30
C -2.2182 8.6574 -5.2517 -0.56
C -2.7635 7.6079 -6.0039 -0.30
C -2.3941 6.2928 -5.6935 -0.52
H -0.1358 6.8335 -3.1704 0.42
H -0.8676 9.2304 -3.6329 0.37
H -2.5792 9.6753 -5.2571 0.34
H -3.3608 7.8469 -6.8714 0.39
H -2.8411 5.4107 -6.1276 0.40
F -4.4285 7.5185 1.2882 -0.29
C -5.6163 7.9335 0.7406 0.28
C -6.7239 8.1094 1.5248 -0.27
C -7.9477 8.5698 0.9906 -0.47
C -7.9941 8.7566 -0.4073 -0.34
C -6.8704 8.5469 -1.2240 -0.47
C -5.6791 8.0280 -0.6404 -0.33
H -6.6455 7.8004 2.5566 0.37
H -8.8958 8.6336 1.5038 0.36
H -8.8272 9.2869 -0.8446 0.34
H -6.9162 8.6328 -2.2996 0.35
H -4.8277 7.7036 -1.2203 0.46
F 8.3942 -6.2548 6.1136 -0.30
C 7.6237 -5.2181 5.6322 0.35
C 6.4217 -5.4977 5.0407 -0.36
C 5.6468 -4.4522 4.5632 -0.36
C 6.0983 -3.1156 4.6756 -0.41
C 7.3865 -2.8720 5.2397 -0.44
C 8.0566 -3.9181 5.8313 -0.38
H 6.0938 -6.5248 4.9763 0.39
H 4.7469 -4.6687 4.0066 0.38
H 5.4883 -2.2855 4.3511 0.41
H 7.7054 -1.8415 5.2915 0.37
H 8.9787 -3.6536 6.3275 0.36
C 9.0106 0.6941 -0.1214 -0.46
C 7.5637 1.1436 -0.0905 -0.61
C 7.3507 2.3412 0.8030 -0.38
O 8.6681 2.6410 1.3280 -0.42
C 9.4368 1.4042 1.2118 -0.42
H 9.4153 1.0678 -1.0620 0.23
H 9.1360 -0.3879 -0.0826 0.30
H 6.9017 0.3083 0.1378 0.28
H 7.0682 1.2605 -1.0543 0.38
H 6.5753 2.1405 1.5423 0.25
H 7.0137 3.1299 0.1302 0.27
H 9.3269 0.6953 2.0325 0.22
H 10.5078 1.5740 1.3227 0.36


(4)
108
Properties=species:S:1:pos:R:3:mulliken_charge:R:1 method="wB97M-V/def2-TZVPD" total_charge=0 mol_weight_da=738.9 gap_ev=10.06 spin_multiplicity=1 energy_ev=-66784.7935 e_above_lowest_ev=14.343 lumo_ev=0.1
C -5.2603 -2.3625 -4.8873 -0.78
C -4.5354 -1.4454 -6.0368 -0.34
N -4.5099 0.0548 -5.7061 -0.25
O -4.5138 0.2557 -4.3661 -0.13
C -3.2845 0.9250 -3.9109 0.06
O -2.8398 2.0864 -4.4288 -0.46
N -2.4479 0.3296 -2.7812 0.03
C -2.1004 -1.1209 -3.0303 0.68
F -2.4774 -1.9302 -1.8149 -0.40
C -0.5043 -1.3645 -3.4420 -0.19
C -0.4256 -1.0451 -5.0700 -0.71
H -6.4038 -2.1293 -4.7749 0.28
H -4.7886 -2.2803 -3.8151 0.23
H -5.1309 -3.4890 -5.2201 0.31
H -5.0414 -1.6767 -7.0666 0.35
H -3.4081 -1.8257 -6.1352 0.12
H -5.4685 0.3949 -6.0121 0.18
H -3.0780 0.4282 -1.9303 0.32
H -2.7177 -1.6099 -3.9272 -0.41
H 0.2432 -0.7334 -2.8001 0.06
H -0.3430 -2.5409 -3.3397 0.29
H 0.5351 -0.4044 -5.3227 0.29
H -0.4651 -2.0565 -5.6956 0.22
H -1.3630 -0.4165 -5.4569 0.12
C 0.4722 1.1485 0.3773 0.27
C 1.0415 -0.2246 0.0594 0.38
N 1.5136 -1.3637 -0.2042 -0.59
H -0.4205 1.3310 -0.2273 -0.06
H 0.2032 1.2047 1.4356 0.23
H 1.2152 1.9201 0.1572 -0.24
C 4.6713 -2.4945 1.2180 -0.33
C 5.6602 -1.4124 0.8160 0.34
N 6.4805 -0.5146 0.4825 -0.53
H 4.3680 -2.3542 2.2591 0.10
H 3.7851 -2.4457 0.5792 0.21
H 5.1333 -3.4799 1.1114 0.20
C 3.6777 3.2398 -2.2912 -0.96
C 3.2052 3.5923 -0.8902 0.45
N 2.8133 3.8848 0.2721 -0.54
H 3.9299 4.1513 -2.8400 0.35
H 4.5633 2.6007 -2.2362 0.40
H 2.8875 2.7080 -2.8283 0.30
C 1.9573 2.8353 4.5208 -0.79
C 1.6013 1.5235 3.8403 0.48
N 1.3062 0.4353 3.2758 -0.53
H 1.5776 2.8383 5.5462 0.32
H 3.0433 2.9612 4.5428 0.26
H 1.5128 3.6715 3.9740 0.31
C 4.8395 -0.3636 5.2825 -0.27
C 5.4087 -1.7367 4.9646 0.31
N 5.8809 -2.8758 4.7010 -0.48
H 3.9468 -0.1811 4.6780 -0.07
H 4.5704 -0.3074 6.3409 0.22
H 5.5824 0.4080 5.0624 0.30
C 4.1384 -4.2859 8.0709 -0.81
C 3.9037 -2.7975 8.2705 0.46
N 3.7090 -1.5627 8.4363 -0.56
H 5.1780 -4.5337 8.3025 0.35
H 3.4805 -4.8588 8.7301 0.31
H 3.9296 -4.5603 7.0332 0.25
C -2.6080 4.5372 -6.0089 -0.35
C -1.8819 5.8495 -6.2563 0.21
N -1.2798 6.9383 -6.4615 -0.45
H -2.4706 4.2253 -4.9699 0.07
H -3.6766 4.6595 -6.2057 0.30
H -2.2108 3.7613 -6.6691 0.26
C 6.6236 -6.8414 3.0905 -0.76
C 5.4877 -5.9913 2.5450 0.50
N 4.5454 -5.2860 2.0926 -0.57
H 7.5008 -6.2159 3.2772 0.26
H 6.3180 -7.3151 4.0275 0.26
H 6.8877 -7.6186 2.3680 0.30
C 0.2863 -4.6921 7.3347 -0.61
C 0.8555 -6.0651 7.0168 0.32
N 1.3277 -7.2043 6.7532 -0.46
H -0.6064 -4.5095 6.7301 0.34
H 0.0172 -4.6358 8.3930 0.24
H 1.0292 -3.9204 7.1146 0.18
C 1.1225 -0.0002 11.5994 -0.73
C 0.7665 -1.3119 10.9189 0.40
N 0.4714 -2.4002 10.3545 -0.46
H 0.7428 0.0029 12.6248 0.28
H 2.2085 0.1257 11.6215 0.26
H 0.6780 0.8360 11.0526 0.25
C -8.6694 1.7242 -4.5252 -0.77
C -8.3270 1.0394 -5.8382 0.47
N -8.0428 0.4711 -6.9274 -0.52
H -9.7244 1.5648 -4.2856 0.30
H -8.0552 1.3136 -3.7191 0.26
H -8.4808 2.7984 -4.6048 0.28
C 6.8327 5.4339 0.9254 -0.71
C 6.6053 4.6276 -0.3429 0.41
N 6.4167 3.9587 -1.3951 -0.49
H 5.9160 5.4583 1.5210 0.24
H 7.6307 4.9787 1.5185 0.27
H 7.1187 6.4580 0.6699 0.27
C -0.3195 4.6461 -2.2120 -0.64
C -1.0046 4.0369 -0.9996 0.49
N -1.5730 3.5317 0.0062 -0.56
H -0.8964 5.5007 -2.5760 0.33
H 0.6851 4.9835 -1.9422 0.25
H -0.2431 3.9023 -3.0099 0.16
C -11.2420 0.2936 -8.8987 -0.72
C -11.7146 0.6462 -7.4977 0.39
N -12.1065 0.9387 -6.3354 -0.47
H -10.9898 1.2052 -9.4474 0.25
H -10.3564 -0.3455 -8.8437 0.25
H -12.0322 -0.2382 -9.4358 0.31